Molecular formula: C14H16N4O5S
Method: DFT, wB97M-V/def2-TZVPD

Values from the calculation:
Electronic energy   -1536.53945 Ha
Charge   0
SMILES   COc1cc(NS(=O)(=O)c2ccc(NC(C)=O)cc2)nc(OC)n1
LUMO   0.364 eV

Last column: natural (NBO) charge in e.
Atoms and positions in Å:
C1 -1.72774 4.26825 0.64876  -0.2561
O1 -1.16353 3.17881 1.35945  -0.4782
C2 -0.07305 2.62671 0.82650  0.5784
C3 0.53671 1.56487 1.49713  -0.4382
C4 1.64674 1.01977 0.87286  0.4311
N1 2.31567 -0.04995 1.41502  -0.8420
S1 1.46113 -1.29095 2.18911  2.3212
O2 0.94850 -0.80877 3.43211  -0.9228
O3 2.36225 -2.40085 2.19247  -0.9253
C5 0.11892 -1.55966 1.04609  -0.3696
C6 0.40484 -2.06907 -0.20600  -0.1778
C7 -0.60287 -2.20760 -1.14105  -0.1973
C8 -1.90589 -1.82616 -0.81496  0.1645
N2 -2.96469 -1.92968 -1.71121  -0.6041
C9 -2.95768 -2.37007 -3.01236  0.6899
C10 -4.33606 -2.32313 -3.63330  -0.7150
O4 -1.97343 -2.74945 -3.59684  -0.5862
C11 -2.17900 -1.32312 0.46025  -0.2407
C12 -1.16670 -1.18862 1.38901  -0.1629
N3 2.11948 1.49231 -0.28400  -0.5898
C13 1.47382 2.51807 -0.81621  0.7099
O5 1.91211 3.03197 -1.95825  -0.4664
C14 3.06942 2.43440 -2.51508  -0.2542
N4 0.38719 3.09904 -0.32456  -0.5665
H1 -2.03237 3.95748 -0.35227  0.1928
H2 -2.58905 4.58829 1.23103  0.1930
H3 -1.00499 5.08031 0.55433  0.1957
H4 0.18247 1.20770 2.44481  0.2572
H5 3.10077 -0.36956 0.86717  0.4302
H6 1.41596 -2.36533 -0.43556  0.2349
H7 -0.39479 -2.60351 -2.12084  0.2562
H8 -3.85766 -1.63183 -1.34177  0.3979
H9 -4.27823 -2.68550 -4.65529  0.2466
H10 -5.02447 -2.94994 -3.07033  0.2292
H11 -4.71256 -1.30232 -3.63737  0.2294
H12 -3.18759 -1.03395 0.71855  0.2117
H13 -1.35689 -0.80717 2.37887  0.2464
H14 2.88449 1.38520 -2.75431  0.1903
H15 3.28591 2.99824 -3.41987  0.1953
H16 3.90765 2.49299 -1.81811  0.1914

Cartesian forces (eV/Å) of the 2 atoms listed first:
C -0.18 0.35 -0.24
O 0.18 -0.33 0.24

Molecular formula: C32H55Br22N3O4S
Method: DFT, wB97M-V/def2-TZVPD

Values from the calculation:
Electronic energy   -58743.97312 Ha
Charge   0
LUMO   -0.197 eV

Last column: Mulliken charge in e.
Atoms and positions in Å:
N1 0.30656 0.51352 0.22048  -0.4076
C1 0.06428 1.64870 -0.64635  0.7377
C2 -1.11277 2.33673 -0.76664  -0.0518
C3 -2.35197 1.96978 0.09272  -0.5059
C4 -3.71277 1.84892 -0.71294  0.1423
C5 -4.04733 0.31686 -0.91568  0.3675
C6 -3.07419 -0.27530 -2.00322  -0.1348
S1 -3.02040 -2.12779 -1.72659  -0.1828
C7 -1.47569 -2.47930 -0.87330  0.1762
N2 -1.35670 -2.58344 0.46911  0.0416
N3 -0.05185 -2.85020 0.79480  -0.4342
C8 0.59392 -2.89066 -0.37708  0.2481
O1 -0.22234 -2.68939 -1.46300  -0.2072
C9 -0.88331 3.45681 -1.81433  0.1413
O2 -1.73032 4.00684 -2.43967  -0.4980
O3 0.51675 3.63706 -1.90147  -0.3079
C10 1.05743 2.35273 -1.63379  0.2025
O4 2.08610 1.96395 -2.07616  -0.5306
H1 1.28037 0.53180 0.54644  0.3849
H2 0.27032 -0.29758 -0.41375  0.0868
H3 -2.14737 1.01013 0.63819  0.2840
H4 -2.47542 2.75941 0.88912  0.4632
H5 -4.51351 2.27663 -0.04402  -0.2677
H6 -3.70549 2.44781 -1.65704  0.3769
H7 -3.87607 -0.20317 0.06537  -0.3417
H8 -5.12595 0.22500 -1.20768  -0.3837
H9 -3.50999 -0.13363 -3.02315  0.4369
H10 -2.01929 0.07501 -1.90622  -0.1167
H11 1.69354 -3.05614 -0.49765  -0.1231
Br1 -7.29709 4.46491 -0.20977  -0.1145
C11 -7.27928 4.16728 -2.13786  -0.5571
C12 -8.05712 2.93219 -2.51182  -0.5952
Br2 -7.04126 1.32074 -2.12060  -0.0094
H12 -6.23565 4.12617 -2.44284  0.2931
H13 -7.74406 5.05544 -2.56503  0.3698
H14 -8.23574 2.90165 -3.58639  0.3717
H15 -9.00671 2.84655 -1.98815  0.3615
Br3 -1.73481 8.07505 -7.38358  -0.1886
C13 -1.64817 7.24985 -5.61806  -0.5503
C14 -1.77108 5.75142 -5.70719  -0.2334
Br4 -3.61632 5.20814 -6.01673  -0.1468
H16 -2.42786 7.71032 -5.01474  0.3217
H17 -0.67293 7.53166 -5.22062  0.3974
H18 -1.49473 5.28795 -4.75969  -0.0014
H19 -1.17456 5.31750 -6.50663  0.4270
Br5 4.08049 -4.94449 1.40583  -0.1335
C15 5.00345 -4.75500 -0.29855  -0.7107
C16 5.38634 -3.32197 -0.55815  0.0546
Br6 3.84350 -2.27167 -1.11990  -0.0849
H20 4.34762 -5.16933 -1.06119  0.3865
H21 5.89288 -5.37937 -0.21118  0.4027
H22 6.09391 -3.25484 -1.38998  -0.2481
H23 5.80898 -2.82414 0.31209  0.4248
Br7 6.41006 -7.75828 2.12199  -0.1457
C17 4.69624 -8.16536 2.95544  -0.1451
C18 4.43006 -9.64725 2.96310  -0.6599
Br8 3.87631 -10.27701 1.20246  -0.1671
H24 3.94041 -7.59582 2.42017  0.3077
H25 4.77842 -7.78679 3.97257  0.0416
H26 3.59749 -9.88377 3.62307  0.2613
H27 5.29571 -10.23717 3.25254  0.4376
Br9 5.12588 -10.12339 6.12323  -0.1118
C19 4.05728 -9.28296 7.52173  -0.3304
C20 2.66023 -8.97681 7.04391  -0.6589
Br10 2.62684 -7.40333 5.89654  -0.1215
H28 4.60253 -8.39977 7.84765  0.1177
H29 4.03174 -10.00960 8.33313  0.3613
H30 2.01676 -8.72612 7.88672  0.3949
H31 2.21026 -9.78972 6.47813  0.3927
Br11 6.56162 -6.98566 9.97736  -0.1324
C21 7.44804 -6.75608 8.25701  -0.4171
C22 7.81952 -5.31484 8.01687  -0.5984
Br12 6.26471 -4.25886 7.50756  -0.1263
H32 6.77777 -7.15679 7.49922  0.1645
H33 8.34105 -7.37783 8.31274  0.3724
H34 8.50649 -5.23363 7.17493  0.3484
H35 8.25941 -4.83222 8.88668  0.3948
Br13 7.02253 0.99340 -1.06118  -0.1406
C23 7.04953 0.70246 -2.98719  -0.6042
C24 6.35584 -0.58296 -3.35469  -0.2927
Br14 7.47953 -2.12958 -2.96738  -0.1640
H36 8.09141 0.73211 -3.29823  0.4007
H37 6.52229 1.55615 -3.41184  0.3575
H38 6.17282 -0.62727 -4.42805  0.3625
H39 5.41841 -0.73148 -2.82493  0.0146
Br15 -3.84605 -1.22628 2.55587  -0.1133
C25 -4.88324 -0.27814 3.90431  -0.5797
C26 -6.23637 0.13735 3.38035  -0.6577
Br16 -6.11022 1.69505 2.21250  -0.0334
H40 -4.27695 0.56229 4.23501  0.3770
H41 -4.99349 -0.98769 4.72402  0.3394
H42 -6.88070 0.45332 4.20059  0.3485
H43 -6.73591 -0.64373 2.81156  0.3725
Br17 -6.06683 5.42484 3.28523  -0.1095
C27 -6.17402 7.14127 2.37047  -0.6037
C28 -5.33567 8.18549 3.06196  -0.5721
Br18 -6.20754 8.84155 4.67601  -0.1466
H44 -7.22776 7.40494 2.31408  0.3864
H45 -5.79684 6.95090 1.36571  0.3236
H46 -5.21729 9.06325 2.42712  0.3602
H47 -4.35445 7.82100 3.35744  0.3665
Br19 -0.41027 -0.22107 -6.20704  -0.1482
C29 0.27568 -2.04055 -6.35147  -0.5518
C30 -0.59316 -3.01417 -5.59508  -0.6896
Br20 -0.27892 -2.90146 -3.67158  0.1974
H48 1.30441 -2.02060 -5.99808  0.3415
H49 0.26645 -2.26321 -7.41823  0.3566
H50 -0.34244 -4.04043 -5.86594  0.3387
H51 -1.65768 -2.85129 -5.75306  0.3679
Br21 -2.05980 9.73084 -2.75000  -0.1398
C31 -1.63349 11.38114 -3.69410  -0.5784
C32 -0.81270 11.10966 -4.92893  -0.2777
Br22 1.04477 10.73176 -4.47525  -0.1166
H52 -1.13453 12.03390 -2.98146  0.3840
H53 -2.59769 11.81202 -3.96232  0.3365
H54 -0.77459 11.99309 -5.56563  0.3603
H55 -1.17627 10.26406 -5.51098  0.0142

Cartesian forces (eV/Å) of the 2 atoms listed first:
N 0.51 0.63 -1.82
C -0.68 1.59 -0.58

Molecular formula: C4H4N4
Method: DFT, wB97M-V/def2-TZVPD

Values from the calculation:
Electronic energy   -373.80252 Ha
Charge   0
SMILES   [H]/N=C1\NC=N[C@@H]1C#N
ΔE to the lowest compared entry with this formula, charge and spin   26.6 kcal per mole
LUMO   0.417 eV

Last column: natural (NBO) charge in e.
Atoms and positions in Å:
H1 0.63689 -0.46627 -2.74593  0.3286
N1 0.51274 -1.04512 -1.86492  -0.6140
C1 0.01670 -0.21224 -1.01770  0.4402
N2 -0.31459 1.13274 -1.16021  -0.6394
C2 -1.11550 1.40200 -0.07255  0.2623
N3 -1.18270 0.49347 0.83533  -0.4272
C3 -0.28256 -0.62351 0.49773  -0.2428
C4 0.85050 -0.58269 1.40066  0.2724
N4 1.75820 -0.82191 2.10959  -0.2755
H2 -0.65706 1.49406 -2.05118  0.4116
H3 -1.52662 2.39597 0.09463  0.2105
H4 -0.68365 -1.63929 0.41512  0.2733

Cartesian forces (eV/Å) of the 2 atoms listed first:
H -0.02 -1.22 0.78
N -0.71 2.63 -0.22